Entry from the Open Molecules 2025 dataset: a gas-phase ion, C4H6NO3 (charge -1) (wB97M-V/def2-TZVPD).

Energy above the lowest of the compared OMol25 structures with the same formula, charge and spin = 3.9320 eV
Total energy = -436.4547 Ha
Total charge = -1
Multiplicity = 1

Last column: Löwdin charge in e.
Atoms and positions in Å:
O  -2.49303  0.30452  -0.68603  -0.092
C  -1.59258  -0.19142  0.06657  -0.387
C  0.14586  0.07141  -0.23195  -0.382
C  -0.64741  0.54780  0.95459  -0.064
C  1.61095  0.66853  0.04639  -0.574
O  2.60945  -0.00707  -0.45379  -0.112
O  1.67278  1.81001  0.60205  -0.073
N  0.43435  -1.32877  -0.47925  0.038
H  -1.93295  -1.24105  0.49861  0.158
H  -0.04942  0.63932  -1.17385  0.174
H  -0.31626  0.25246  1.86484  0.090
H  -0.61966  1.60251  0.98929  0.107
H  1.37455  -1.42683  -0.80240  0.040
H  -0.19663  -1.70142  -1.19506  0.078

Cartesian forces (eV/Å) of the 2 atoms listed first:
O 2.5 -0.7 0.5
C -7.5 0.6 3.8

***

Entry from the Open Molecules 2025 dataset: a gas-phase ion, C4H6NO3 (charge +1) (wB97M-V/def2-TZVPD).

Energy above the lowest of the compared OMol25 structures with the same formula, charge and spin = 3.0452 eV
Total energy = -436.1205 Ha
Total charge = +1
Multiplicity = 1

Last column: Löwdin charge in e.
Atoms and positions in Å:
C  1.33887  0.52516  -0.09409  0.071
N  -0.15227  -0.09200  -0.06402  -0.133
C  0.07626  -1.58527  0.28334  -0.130
O  1.05200  -2.04865  -0.15847  0.179
C  -1.02323  0.23808  -1.35866  -0.111
O  -2.14972  0.48032  -1.23243  0.228
C  -0.91273  0.67205  1.08603  -0.198
O  -1.80801  0.23161  1.60523  0.262
H  2.01750  -0.23994  -0.48101  0.095
H  1.22657  1.47918  -0.65256  0.119
H  1.56362  0.65648  1.03428  0.142
H  -0.75517  -1.89939  0.93630  0.174
H  -0.28234  0.15602  -2.15951  0.171
H  -0.19135  1.42634  1.25558  0.131

Cartesian forces (eV/Å) of the 2 atoms listed first:
C -1.9 0.1 1.3
N 1.2 0.8 0.4

***

Entry from the Open Molecules 2025 dataset: 2 unconnected molecules or ions with the total composition C4H6NOP (wB97M-V/def2-TZVPD).

Energy above the lowest of the compared OMol25 structures with the same formula, charge and spin = 5.0466 eV
Total energy = -627.1448 Ha
Total charge = 0
Multiplicity = 1

Last column: Löwdin charge in e.
Atoms and positions in Å:
C  4.22754  0.59460  -0.11559  -0.158
C  3.24544  -0.15399  -0.05367  -0.282
C  -1.12202  0.74656  -0.08386  -0.267
C  -2.13637  -0.35974  0.21832  -0.296
N  0.19540  0.21353  0.02724  -0.401
O  -1.78110  -1.68820  -0.04516  -0.120
P  0.92495  -0.89403  0.71448  1.004
H  5.22153  0.82604  -0.23693  -0.057
H  -1.22888  1.61168  0.67596  0.158
H  -1.00912  1.12254  -1.07812  0.101
H  -3.06966  -0.18742  -0.34535  0.130
H  -2.22101  -0.25557  1.22177  0.076
H  -1.24671  -1.57602  -0.89909  0.113

Cartesian forces (eV/Å) of the 2 atoms listed first:
C -2.8 -2.3 0.2
C -1.0 0.5 1.0

***

Entry from the Open Molecules 2025 dataset: C4H6NOP in the gas phase (wB97M-V/def2-TZVPD).

Energy above the lowest of the compared OMol25 structures with the same formula, charge and spin = 0.6975 eV
Total energy = -627.3046 Ha
Total charge = 0
Multiplicity = 1

Last column: Löwdin charge in e.
Atoms and positions in Å:
N  -1.88796  1.03787  -1.07805  -0.151
P  -1.48613  -0.10392  0.41404  0.910
C  0.04178  0.74238  1.00747  -0.262
C  1.25236  0.33771  0.85564  -0.149
C  1.44511  -0.94523  0.16819  -0.103
C  0.51324  -1.58908  -0.54309  -0.150
O  -0.82763  -1.26292  -0.47317  -0.355
H  -2.85849  1.25228  -1.29252  0.000
H  -1.33131  1.82623  -0.92510  -0.046
H  -0.07588  1.64923  1.33817  0.004
H  2.08976  0.84952  1.17741  0.086
H  2.43927  -1.30272  0.45265  0.105
H  0.68588  -2.49136  -1.10165  0.114

Cartesian forces (eV/Å) of the 2 atoms listed first:
N 0.2 -2.8 2.1
P -1.2 2.6 -1.6

***

Number 1: frontier orbital gap 8.69 eV. Number 2: frontier orbital gap 11.22 eV. Number 3: frontier orbital gap 7.93 eV. Number 4: frontier orbital gap 8.91 eV.